1.
# C21H17CoN4S

C21H17CoN4S as an isolated structure at a distorted geometry (wB97M-V/def2-TZVPD, the OMol25 dataset).

As for the spin multiplicity: 4. For the total energy, the calculation gives -2810.3731 a.u. As for the net charge: -1. The calculation puts the HOMO energy (spin up / spin down) at -2.40 / -5.59 eV.

```
44
Properties=species:S:1:pos:R:3:forces:R:3:lowdin_charge:R:1
Co -1.5601 1.0174 -0.0983 -0.262 -1.253 -0.064 0.681
C 1.5591 -4.0292 1.1602 -0.124 0.076 0.074 -0.057
C 2.3325 -3.5787 -0.0983 -0.076 -0.370 0.001 -0.546
C 1.5591 -4.0292 -1.3568 -0.124 0.076 -0.075 -0.057
C 3.6824 -4.3306 -0.0983 0.081 0.332 -0.001 -0.081
C 2.4735 -2.0454 -0.0983 -0.262 0.613 -0.002 -0.176
C 3.7154 -1.3942 -0.0983 0.279 0.214 -0.001 -0.057
C 3.8281 0.0055 -0.0983 -0.959 -0.174 -0.001 -0.080
C 2.6538 0.7693 -0.0983 0.852 -0.719 -0.003 -0.486
S 2.4549 2.4799 -0.0983 1.072 1.012 0.009 1.056
C 0.7547 2.2843 -0.0983 -0.453 5.101 0.005 -0.602
N 0.3254 1.0441 -0.0983 -1.111 -2.618 -0.036 -0.106
C 1.3971 0.1706 -0.0983 -0.561 -2.175 0.011 -0.291
C 1.3153 -1.2381 -0.0983 0.390 0.043 -0.001 0.024
C -0.1958 3.3816 -0.0983 1.399 -0.713 -0.013 -0.286
C 0.1149 4.7459 -0.0983 -0.087 1.025 -0.001 -0.077
C -0.9110 5.6955 -0.0983 0.395 -0.534 -0.002 -0.115
C -2.2449 5.2868 -0.0983 -0.218 0.211 0.000 -0.125
C -2.5558 3.9281 -0.0983 0.547 -0.360 -0.013 -0.120
C -1.5334 2.9804 -0.0983 -0.778 -0.359 0.017 -0.167
H 1.4747 -5.1215 1.2024 0.072 0.093 -0.102 0.079
H 0.5396 -3.6290 1.1861 0.178 0.034 -0.065 0.079
H 2.0659 -3.6980 2.0743 -0.022 -0.012 -0.164 0.088
H 1.4747 -5.1215 -1.3990 0.072 0.093 0.102 0.079
H 2.0659 -3.6980 -2.2709 -0.021 -0.011 0.163 0.088
H 0.5396 -3.6289 -1.3827 0.179 0.034 0.067 0.079
H 3.5294 -5.4166 -0.0983 -0.167 0.206 0.000 0.079
H 4.2784 -4.0897 0.7896 -0.076 0.024 -0.114 0.081
H 4.2784 -4.0897 -0.9862 -0.075 0.024 0.113 0.081
H 4.6450 -1.9591 -0.0983 -0.234 -0.008 0.001 0.092
H 4.8043 0.4808 -0.0983 -0.138 -0.047 0.001 0.100
H 0.3224 -1.6779 -0.0983 0.122 0.030 0.003 0.064
H 1.1451 5.0908 -0.0983 -0.005 -0.067 -0.002 0.083
H -0.6690 6.7556 -0.0983 0.006 -0.150 0.000 0.090
H -3.0414 6.0266 -0.0983 0.095 -0.077 0.007 0.089
H -3.5902 3.5976 -0.0983 0.037 0.172 -0.001 0.071
N -3.4265 1.0174 -0.0983 -0.027 -0.215 0.116 0.043
C -4.5521 1.0490 0.1802 -1.453 0.036 0.361 -0.117
C -5.9237 1.0875 0.5195 1.382 -0.046 -0.380 -0.272
C -6.6087 -0.1092 0.8306 -0.281 -0.740 0.121 -0.258
N -7.1708 -1.0912 1.0858 0.330 0.609 -0.148 0.108
C -6.6104 2.3227 0.5479 -0.265 0.756 0.008 -0.260
N -7.1738 3.3363 0.5712 0.329 -0.623 -0.020 0.111
H -1.5601 -0.5769 -0.0983 -0.040 0.455 0.026 -0.009
```
Forces are in eV/Å.



2.
# C46H52BrFN4O9SW

C46H52BrFN4O9SW as an isolated structure (wB97M-V/def2-TZVPD, the OMol25 dataset).

As for the spin multiplicity: 2. For the total energy, the calculation gives -5819.4120 a.u. As for the net charge: +1. The calculation puts the HOMO energy (spin up / spin down) at -10.84 / -10.88 eV.

```
115
Properties=species:S:1:pos:R:3:forces:R:3:lowdin_charge:R:1
W -1.1502 0.6780 -0.3730 0.434 -0.595 -0.154 1.895
C 5.4046 1.1972 2.7159 -0.025 0.001 -0.036 -0.061
C 5.2003 2.2781 1.6535 0.037 0.003 0.035 -0.554
C 5.3653 3.6528 2.3211 -0.001 -0.001 -0.011 -0.032
C 6.2679 2.0984 0.5627 -0.024 -0.001 -0.001 -0.030
C 3.8216 2.1965 1.0143 0.054 -0.062 0.074 -0.123
C 2.9099 1.2488 1.3606 0.046 -0.062 0.101 0.073
C 1.6500 1.2470 0.7152 -0.185 0.093 -0.078 -0.154
N 0.6426 0.3896 0.8323 0.014 0.150 -0.135 0.017
C 0.7508 -0.9101 1.3245 -0.205 -0.259 -0.129 -0.172
C 1.4222 -1.3817 2.4376 0.028 0.071 -0.009 0.039
C 1.4679 -2.7522 2.6575 0.062 -0.005 0.123 -0.139
C 0.8541 -3.5991 1.7336 0.003 -0.032 -0.072 0.059
C 0.1584 -3.1618 0.6070 -0.024 0.049 -0.119 -0.062
C 0.0879 -1.7785 0.4436 0.177 -0.040 0.450 -0.218
O -0.5781 -1.1456 -0.5428 -0.268 -0.007 -0.183 -0.186
C -0.4797 -4.1183 -0.3932 -0.033 -0.048 -0.019 -0.522
C -1.9936 -3.8748 -0.4658 0.054 -0.003 0.001 -0.025
C 0.1416 -3.8932 -1.7826 -0.019 -0.015 0.051 -0.020
C -0.2535 -5.5802 -0.0005 0.017 0.035 0.010 -0.054
C 2.1851 -3.2759 3.9027 -0.006 -0.012 0.032 -0.553
C 2.1940 -4.8038 3.9705 -0.010 0.039 -0.014 -0.059
C 1.4720 -2.7405 5.1540 0.008 -0.007 -0.025 -0.040
C 3.6417 -2.7875 3.8963 -0.011 -0.024 -0.007 -0.040
C 1.3762 2.1922 -0.3269 0.002 -0.028 -0.047 -0.227
O 0.2625 1.9787 -0.9687 -0.034 0.249 -0.037 -0.234
C 2.3080 3.1922 -0.6913 -0.110 0.099 -0.060 -0.064
C 3.4894 3.1605 0.0001 -0.028 0.028 0.002 0.078
C 1.9896 4.2006 -1.7926 0.031 0.003 -0.039 -0.527
C 0.6927 4.9528 -1.4539 0.020 -0.019 0.002 -0.023
C 3.1136 5.2278 -1.9378 0.001 -0.029 0.016 -0.056
C 1.8387 3.4642 -3.1356 0.030 -0.009 0.052 -0.019
H 6.4042 1.2922 3.1399 -0.002 0.006 0.000 0.093
H 5.3212 0.1933 2.2928 -0.002 0.013 0.015 0.088
H 4.6876 1.2975 3.5340 0.009 -0.013 -0.001 0.091
H 6.3483 3.7141 2.7905 -0.009 0.003 -0.005 0.093
H 4.6090 3.8037 3.0937 0.007 0.005 -0.006 0.095
H 5.2917 4.4735 1.6058 -0.004 -0.016 0.009 0.081
H 7.2611 2.1593 1.0097 -0.001 0.000 -0.006 0.093
H 6.2036 2.8693 -0.2066 0.007 -0.010 0.004 0.081
H 6.1686 1.1242 0.0803 0.011 0.014 -0.004 0.096
H 3.1292 0.5009 2.1023 0.039 0.018 -0.005 0.088
H 1.8659 -0.6950 3.1440 -0.012 0.000 0.005 0.113
H 0.9122 -4.6625 1.9026 -0.006 0.018 -0.001 0.091
H -2.2245 -2.8697 -0.8216 -0.021 -0.006 -0.017 0.075
H -2.4667 -4.0137 0.5094 0.001 -0.004 0.000 0.102
H -2.4200 -4.6009 -1.1592 -0.009 0.015 0.004 0.078
H -0.0403 -2.8825 -2.1449 0.005 0.015 -0.012 0.079
H -0.2995 -4.5935 -2.4948 0.005 0.015 0.003 0.094
H 1.2191 -4.0683 -1.7561 -0.006 0.005 -0.008 0.095
H -0.7108 -5.8185 0.9626 0.013 -0.003 -0.010 0.092
H 0.8095 -5.8272 0.0442 -0.027 -0.019 -0.004 0.092
H -0.7127 -6.2236 -0.7515 0.005 0.004 -0.006 0.093
H 1.1831 -5.2125 4.0240 0.010 -0.008 -0.009 0.091
H 2.7241 -5.1199 4.8696 0.002 -0.005 -0.008 0.091
H 2.7051 -5.2424 3.1112 -0.010 -0.012 0.015 0.093
H 0.4329 -3.0754 5.1790 0.009 0.007 0.007 0.091
H 1.4794 -1.6494 5.1891 -0.001 -0.011 0.002 0.078
H 1.9703 -3.1072 6.0534 -0.008 0.009 -0.006 0.090
H 4.1665 -3.1502 3.0101 0.005 0.014 0.013 0.095
H 4.1627 -3.1618 4.7795 0.001 0.007 -0.015 0.091
H 3.7096 -1.6977 3.9116 -0.008 -0.007 -0.002 0.067
H 4.2432 3.8976 -0.2353 -0.026 0.008 -0.013 0.103
H 0.7917 5.4866 -0.5062 -0.014 -0.004 -0.003 0.097
H -0.1640 4.2834 -1.3911 -0.010 0.012 0.003 0.065
H 0.4869 5.6873 -2.2342 0.003 0.004 0.006 0.094
H 3.2728 5.7895 -1.0144 0.003 -0.005 -0.016 0.094
H 2.8451 5.9412 -2.7170 0.000 -0.003 0.001 0.093
H 4.0545 4.7579 -2.2325 -0.001 0.029 0.000 0.091
H 1.0259 2.7403 -3.1141 -0.014 -0.001 -0.010 0.071
H 2.7605 2.9371 -3.3915 -0.016 0.012 -0.004 0.097
H 1.6325 4.1876 -3.9264 -0.005 -0.001 0.007 0.094
O -1.9180 -0.1386 1.3059 0.019 -0.067 0.128 -0.246
N -2.4736 0.5243 2.3208 0.013 0.224 0.079 -0.143
C -3.1858 -0.1966 3.2061 -0.013 -0.122 0.015 0.029
C -3.7792 0.4375 4.2605 -0.007 -0.017 0.013 -0.013
C -3.6365 1.8214 4.3871 0.025 0.058 -0.026 -0.021
C -2.9152 2.5298 3.4541 -0.062 0.010 0.101 -0.039
C -2.3296 1.8569 2.3841 0.090 -0.085 -0.145 -0.562
S -1.4606 2.5855 1.0960 -0.169 0.155 0.235 0.911
H -3.2354 -1.2540 2.9911 -0.017 0.009 0.018 0.158
H -4.3550 -0.1369 4.9700 0.010 -0.018 -0.015 0.123
H -4.1038 2.3386 5.2138 0.006 0.006 -0.011 0.124
H -2.8036 3.6024 3.5144 -0.002 -0.007 -0.005 0.123
F -3.5936 -2.8307 -4.9444 -0.008 -0.032 0.003 0.098
C -4.1378 -2.8530 -3.7253 -0.073 0.075 -0.094 -0.183
C -4.4779 -1.7233 -3.1047 -0.014 -0.030 0.090 0.051
N -5.0188 -1.7251 -1.8347 -0.113 -0.010 -0.017 0.004
C -5.2965 -0.4790 -1.1540 0.076 0.070 -0.061 -0.018
C -4.0828 0.2024 -0.5349 -0.007 -0.086 0.001 -0.544
O -4.2341 1.0940 0.2732 -0.023 0.012 0.074 0.074
O -2.9283 -0.2265 -0.9811 -0.079 0.214 0.056 -0.169
C -5.1798 -2.8952 -1.1164 0.278 0.053 0.067 -0.480
O -5.5006 -2.9129 0.0536 -0.106 -0.015 -0.054 0.087
N -4.9120 -4.0419 -1.8338 -0.154 -0.005 -0.043 0.213
C -4.3290 -4.1559 -3.0966 0.275 0.021 0.149 -0.408
O -3.9833 -5.2207 -3.5451 -0.113 -0.014 -0.044 0.116
H -4.3310 -0.7557 -3.5641 0.013 -0.006 -0.018 0.149
H -6.0200 -0.6616 -0.3663 -0.007 -0.008 0.027 0.139
H -5.7374 0.2278 -1.8596 -0.004 0.003 -0.007 0.149
H -5.0176 -4.9026 -1.3147 0.001 -0.016 -0.013 0.173
Br -4.5701 5.1502 -5.4019 0.022 -0.032 -0.002 0.779
C -3.4937 3.6035 -5.2802 -0.012 0.017 -0.016 -0.672
C -3.1401 2.9172 -6.4347 -0.009 0.024 0.010 -0.096
C -2.3500 1.7793 -6.3484 0.008 -0.027 -0.066 -0.045
C -1.9085 1.3259 -5.1178 0.037 -0.050 0.071 0.003
C -2.2711 2.0252 -3.9707 -0.057 0.044 -0.005 -0.131
C -3.0677 3.1670 -4.0411 0.014 -0.004 0.026 -0.046
C -1.8328 1.5624 -2.6546 -0.073 0.145 -0.130 -0.532
O -1.0909 0.5434 -2.4910 0.121 -0.079 -0.009 -0.056
O -2.1906 2.1445 -1.5790 0.172 -0.094 -0.070 -0.128
H -3.4835 3.2736 -7.3962 -0.001 -0.005 0.002 0.110
H -2.0822 1.2475 -7.2514 0.002 0.002 0.012 0.117
H -1.2940 0.4391 -5.0311 -0.010 0.014 -0.021 0.128
H -3.3406 3.6939 -3.1374 -0.005 0.007 -0.002 0.121
```
Forces are in eV/Å.



3.
# C2H6NO3

A 2-piece molecular cluster, C2H6NO3 overall at a distorted geometry (wB97M-V/def2-TZVPD, the OMol25 dataset).

As for the spin multiplicity: 1. For the total energy, the calculation gives -360.0155 a.u. The energy above the lowest of the compared OMol25 structures with the same formula, charge and spin is 13.15 kcal/mol. As for the net charge: +1. The calculation puts the HOMO energy at -15.50 eV.

```
12
Properties=species:S:1:pos:R:3:forces:R:3:lowdin_charge:R:1
C -1.2530 1.3748 0.4493 -1.985 -1.852 0.932 -0.412
C 1.1212 -0.5995 -0.2701 1.300 0.206 -2.299 -0.237
N 0.0507 -1.2729 -0.1402 -1.607 -1.512 1.962 0.240
O -0.1543 1.3298 0.0195 2.170 1.412 -0.855 0.060
O -2.0181 2.3993 0.6544 -0.094 1.040 -0.194 0.165
O 2.1920 -0.8496 0.3472 -0.700 -1.782 2.761 0.241
H -1.7496 0.4031 0.7171 -0.291 0.881 0.198 0.155
H 1.2088 0.0322 -1.0964 -0.176 1.116 -1.112 0.151
H -0.0514 -1.8987 0.6665 0.148 0.044 -0.507 0.179
H -0.8253 -0.9321 -0.5242 0.491 -0.137 -0.273 0.138
H -1.5764 3.2230 0.3466 -0.206 -0.377 0.248 0.165
H 3.0386 -0.6148 0.0107 0.950 0.961 -0.861 0.156
```
Forces are in eV/Å.



4.
# C3H7ErIN

C3H7ErIN as an isolated structure at a distorted geometry (wB97M-V/def2-TZVPD, the OMol25 dataset).

As for the spin multiplicity: 4. For the total energy, the calculation gives -1485.1413 a.u. As for the net charge: +2. The calculation puts the HOMO energy (spin up / spin down) at -15.93 / -15.93 eV.

```
13
Properties=species:S:1:pos:R:3:forces:R:3:lowdin_charge:R:1
N -0.5638 1.8466 -0.1892 -0.506 -0.289 -0.113 0.184
C -0.5535 0.5510 -0.8059 1.634 0.757 -0.323 -0.379
C -0.2216 -0.4803 0.3080 0.278 0.071 -0.022 -0.394
C 1.3012 -0.5897 0.5266 0.021 0.332 -0.012 -0.671
I 1.8039 -2.4736 1.3073 0.064 -0.344 0.205 0.977
H 0.2346 2.4467 -0.4094 0.054 -0.094 -0.018 0.111
H -1.5905 0.4691 -1.1559 2.114 0.889 -2.757 -0.012
H 0.0471 0.3418 -1.7024 0.029 0.310 0.230 0.163
H -0.6297 -0.1238 1.2722 -0.145 -0.204 0.030 0.108
H -0.5761 -1.4951 0.0665 -0.144 -0.129 -0.150 0.070
H 1.8484 -0.4652 -0.4072 -0.115 -0.008 0.034 0.065
H 1.6321 0.1617 1.2443 -0.027 -0.020 -0.169 0.068
Er -2.7321 -0.1891 -0.0548 -3.256 -1.272 3.065 1.710
```
Forces are in eV/Å.



5.
# C4H8N2O2

C4H8N2O2 as an isolated structure at a distorted geometry (wB97M-V/def2-TZVPD, the OMol25 dataset).

As for the spin multiplicity: 1. For the total energy, the calculation gives -416.9673 a.u. The energy above the lowest of the compared OMol25 structures with the same formula, charge and spin is 181.13 kcal/mol. The calculation puts the HOMO energy at -9.47 eV.

```
16
Properties=species:S:1:pos:R:3:forces:R:3:lowdin_charge:R:1
C -1.1625 -1.5901 0.6404 0.244 -2.961 2.205 -0.093
C 0.7005 -0.6218 -0.2497 -1.491 1.658 -1.022 -0.406
C 1.0515 0.2200 -1.4125 -2.169 3.158 -3.399 -0.087
C -0.1596 2.0150 -0.1494 -0.170 -0.296 -3.811 -0.210
H -2.1598 -2.0439 0.4886 0.821 -0.124 -0.683 0.053
H -1.4755 -0.8338 1.5284 1.613 -0.814 -2.619 0.108
H -0.4109 -2.5610 1.3035 -2.255 3.131 -2.193 0.181
H 1.4200 -1.2310 0.1275 2.054 -3.229 -0.248 0.114
H 0.6487 -0.0879 -2.5156 1.359 -0.282 3.063 0.159
H 2.1133 0.5010 -1.4812 -0.517 0.158 0.159 0.105
H -0.8198 2.9659 0.1094 1.308 -2.001 -1.039 0.153
H -0.3997 1.3767 1.6217 -4.585 -0.030 4.123 0.036
N 0.0661 1.5717 -1.4164 1.234 0.107 5.260 0.053
N 0.3048 1.4878 1.0498 4.336 -1.218 -3.675 0.053
O -0.5163 -1.2565 -0.6888 -0.687 0.691 5.702 -0.118
O 0.7993 0.0879 1.0444 -1.096 2.053 -1.825 -0.100
```
Forces are in eV/Å.



6.
# C10H16

A 2-piece molecular cluster, C10H16 overall at a distorted geometry (wB97M-V/def2-TZVPD, the OMol25 dataset).

As for the spin multiplicity: 1. For the total energy, the calculation gives -390.5762 a.u. The energy above the lowest of the compared OMol25 structures with the same formula, charge and spin is 37.45 kcal/mol. As for the structure (SMILES): Cc1ccccc1.CCC. The calculation puts the HOMO energy at -9.13 eV.

```
26
Properties=species:S:1:pos:R:3:forces:R:3:lowdin_charge:R:1
C -0.1513 -0.4174 -2.6486 -0.457 2.175 0.456 -0.073
C 0.0762 -1.0488 -1.2951 -0.313 -2.337 -2.087 -0.268
C -0.4762 -2.4108 -1.1705 1.906 3.788 1.422 -0.032
C -0.1192 -3.1123 -0.0379 -2.093 -0.634 -0.682 -0.092
C 0.6654 -2.5783 1.0121 -0.760 -1.365 -1.918 -0.100
C 1.2315 -1.3898 0.7516 0.115 2.594 2.222 -0.117
C 0.9288 -0.5627 -0.3562 0.710 -0.665 0.927 -0.060
H -1.2272 -0.2742 -2.8454 0.334 -0.698 -0.347 0.083
H 0.4257 -0.8032 -3.4838 -0.364 -0.894 0.038 0.079
H 0.1877 0.6241 -2.6848 0.135 0.127 0.518 0.066
H -1.2718 -2.6006 -1.8670 0.042 -0.930 -0.146 0.101
H -0.7510 -3.9921 -0.0277 0.597 -0.661 1.008 0.095
H 0.8156 -3.0524 1.9609 -0.022 -0.412 0.124 0.098
H 1.6561 -0.9453 1.6833 0.408 0.003 -1.197 0.115
H 1.4151 0.4081 -0.3904 -0.258 -0.040 -0.319 0.106
C 0.4131 2.9975 2.0033 0.186 -1.045 0.658 -0.139
C -1.0388 2.8410 1.4910 1.247 1.479 -0.380 -0.295
C -1.1042 3.3645 0.0475 1.971 -1.165 -1.088 -0.138
H 0.8094 3.9889 1.8197 -0.205 0.377 0.214 0.064
H 1.1782 2.3319 1.5720 -0.626 -0.077 -0.512 0.057
H 0.4988 2.7298 3.0634 -0.166 0.469 0.063 0.062
H -1.3643 1.8039 1.4793 -0.148 0.089 0.539 0.090
H -1.6706 3.5252 2.0900 0.059 -0.906 0.039 0.101
H -1.5459 4.3431 -0.0751 -0.789 -0.192 -0.200 0.060
H -0.0795 3.5032 -0.4133 -0.636 -0.041 0.845 0.075
H -1.4298 2.5108 -0.5709 -0.872 0.958 -0.194 0.062
```
Forces are in eV/Å.